# 1
16
Properties=species:S:1:pos:R:3 method="wB97M-V/def2-TZVPD" spin_multiplicity=1 lumo_ev=0.73 de_lowest_ev=4.524 charge=0 gap_ev=8.246 e_homo_ha=-0.2761
C -0.21 1.41 1.51
C -0.42 1.19 -1.06
N 0.46 1.27 0.22
C 0.42 0.04 -0.63
C -0.21 -1.20 -0.04
C -0.29 -2.31 -1.06
O 0.25 -2.28 -2.15
H -0.16 0.49 2.10
H 0.26 2.21 2.08
H -1.26 1.67 1.31
H 0.13 1.77 -1.82
H 1.37 1.71 0.20
H 1.41 -0.17 -1.04
H -1.23 -0.99 0.31
H 0.36 -1.60 0.81
H -0.87 -3.20 -0.75

---

# 2
16
Properties=species:S:1:pos:R:3 method="wB97M-V/def2-TZVPD" spin_multiplicity=1 lumo_ev=0.68 de_lowest_ev=8.371 charge=0 gap_ev=9.646 e_homo_ha=-0.3294
C 0.03 1.78 2.20
C 0.44 -0.95 -0.10
C 0.47 -0.10 -1.46
C -0.64 -0.79 -1.98
C -0.98 -1.21 -0.54
H -0.62 2.51 2.58
H 0.37 0.95 3.16
H 1.24 -1.57 0.05
H 1.48 -0.12 -2.02
H -0.01 0.81 -1.39
H -1.38 0.27 -2.22
H -0.59 -1.78 -2.75
H -1.07 -2.27 -0.34
H -1.76 -0.61 0.22
N 0.08 1.31 0.89
O 0.74 0.03 0.97

---

# 3
16
Properties=species:S:1:pos:R:3 method="wB97M-V/def2-TZVPD" spin_multiplicity=1 lumo_ev=0.84 de_lowest_ev=1.348 charge=0 smiles=Cc1ccc[nH]1.O gap_ev=8.913 e_homo_ha=-0.2968
C 0.59 -0.08 2.50
C 0.59 -0.30 1.03
C 0.96 0.41 -0.07
C 0.56 -0.32 -1.23
C 0.10 -1.53 -0.80
N 0.05 -1.47 0.57
H 1.28 -0.71 3.06
H 0.87 0.94 2.78
H -0.41 -0.19 2.86
H 1.49 1.35 -0.15
H 0.49 0.17 -2.18
H 0.19 -2.45 -1.35
H 0.07 -2.28 1.17
O -2.18 2.48 -1.99
H -1.58 3.15 -1.67
H -2.36 1.93 -1.21

---

# 4
16
Properties=species:S:1:pos:R:3 method="wB97M-V/def2-TZVPD" spin_multiplicity=1 lumo_ev=0.92 de_lowest_ev=2.162 charge=0 smiles="[H]/N=C/CC(=C)CO" gap_ev=10.446 e_homo_ha=-0.3501
H -2.73 1.91 -1.33
N -1.83 1.48 -1.10
C -1.99 0.58 -0.19
C -0.89 -0.26 0.44
C 0.51 -0.33 -0.15
C 0.87 0.07 -1.38
C 1.53 -0.94 0.77
O 1.89 0.01 1.76
H -3.00 0.42 0.23
H -0.82 0.09 1.47
H -1.28 -1.28 0.48
H 0.17 0.51 -2.08
H 1.90 -0.01 -1.72
H 2.43 -1.26 0.24
H 1.12 -1.83 1.27
H 2.13 0.82 1.28

---

no.,total energy (eV)
1,-8864.6884
2,-8860.8413
3,-8867.8651
4,-8867.0508